Here is 2 unconnected molecules or ions with the total composition C5H12N2O3 in a non-equilibrium geometry from the Open Molecules 2025 dataset. Energies are from ωB97M-V with the def2-TZVPD basis set.

Calculated values
SMILES	C=C(O)OC.CC(=O)NN
strongest force on any atom	4.826	eV/A
HOMO energy	-8.3898	eV
HOMO-LUMO gap	0.3265	Ha

Cartesian coordinates (Å):
C: 1.863 -1.603 -0.101
C: 1.272 -0.556 0.516
O: 2.066 0.397 1.121
O: 0.032 -0.646 1.290
C: -0.681 -1.870 1.286
H: 1.311 -2.462 -0.459
H: 2.941 -1.689 -0.147
H: 2.779 -0.077 1.583
H: -1.497 -1.794 2.010
H: -0.024 -2.701 1.571
H: -1.107 -2.087 0.300
C: -2.169 1.687 -0.378
C: -1.358 0.634 -1.077
O: -1.857 -0.313 -1.663
N: 0.053 0.796 -1.133
N: 0.631 2.071 -0.917
H: -3.217 1.599 -0.670
H: -2.070 1.579 0.703
H: -1.871 2.695 -0.676
H: 0.481 0.161 -1.803
H: 1.516 2.101 -1.428
H: 0.905 2.078 0.073

Results of the Mulliken charge analysis, in e, for atoms 1 through 5:
1 C -0.9551
2 C 0.6647
3 O -0.5413
4 O -0.3168
5 C -0.8142